Entry from OMol25: a molecular structure, C38H45IN2O6S2Sc at a distorted geometry (the ωB97M-V functional and the def2-TZVPD basis).

E = -105873.3159 eV
Net charge = -1

Structure (XYZ):
```
95
C38H45IN2O6S2Sc, DFT the ωB97M-V functional and the def2-TZVPD basis
Sc 1.0867 -0.1762 -0.5327
O 2.0416 0.2629 3.0235
S 2.7878 1.0638 2.1158
O 3.3915 2.3347 2.5877
O 1.9485 1.2724 0.8752
C 4.2052 0.0974 1.4916
C 5.5383 0.3839 1.8790
C 6.5189 -0.3822 1.2532
C 6.1655 -1.5482 0.5156
C 4.8392 -1.8451 0.2972
C 3.8661 -0.9030 0.5731
S 3.7033 0.6673 -2.4956
O 2.4010 0.9848 -1.8587
O 4.8882 0.3757 -1.6980
O 2.6671 -1.1439 0.1707
H 5.6901 1.3555 2.3957
H 7.5853 -0.2153 1.5179
H 6.9426 -2.1474 0.1098
H 4.5352 -2.7476 -0.2692
C -2.5126 -2.3752 -2.3559
C -2.6007 -2.0474 -0.9090
C -4.0809 -2.0097 -0.5108
C -1.8788 -3.1131 -0.0557
C -2.1669 -4.4376 -0.3149
C -1.4407 -5.4730 0.3005
C -0.6186 -5.1780 1.3433
C -0.3201 -3.7682 1.6878
C 0.6432 -3.7558 2.9176
C 2.0983 -4.2006 2.4486
C 0.6686 -2.4919 3.8036
C -0.8481 -2.7228 0.8999
N -0.1884 -1.5236 0.7831
C -0.5442 -0.3994 1.4686
C -1.7062 0.3616 1.4242
C -2.6778 0.1372 2.4323
C -3.7649 1.0612 2.5579
C -3.8115 2.2478 1.8154
C -2.8459 2.4639 0.8874
C -1.7959 1.5047 0.5897
N -0.7578 1.6322 -0.3378
C -0.7094 2.8015 -1.2091
C -1.2731 2.5738 -2.4765
C -1.1159 3.6360 -3.3922
C -0.5494 4.8525 -2.9849
C -0.2343 5.0852 -1.6746
C -0.2568 4.0732 -0.7385
C 0.2197 4.4829 0.6698
C 1.7290 4.8126 0.7306
C -0.3937 3.8920 1.9188
C -1.7420 1.2473 -2.9678
C -0.8227 0.8381 -4.1040
C -3.1829 1.3838 -3.5363
H -2.9405 -1.4791 -2.8319
H -3.1481 -3.2475 -2.5359
H -1.5389 -2.6469 -2.7014
H -2.1081 -1.0397 -0.5365
H -4.6435 -2.9806 -0.7297
H -4.5138 -1.2240 -1.1701
H -4.2773 -1.8092 0.5856
H -2.9229 -4.6739 -1.1098
H -1.6331 -6.5499 0.0656
H -0.0053 -5.9762 1.8742
H 0.3013 -4.5979 3.5767
H 2.5877 -3.2994 2.0378
H 2.0836 -5.0615 1.7371
H 2.5578 -4.5460 3.4052
H 1.3283 -1.7633 3.3647
H 0.9903 -2.7486 4.8038
H -0.3574 -2.1321 3.9070
H 0.3582 0.0963 1.8332
H -2.5463 -0.8325 3.0016
H -4.6620 0.8613 3.1531
H -4.5651 3.0059 1.9193
H -3.0283 3.3388 0.2150
H -1.3166 3.6008 -4.4398
H -0.4989 5.6201 -3.7654
H 0.0128 6.0538 -1.4241
H -0.1463 5.4930 0.7588
H 2.2401 4.9744 -0.1902
H 2.2818 4.0724 1.3103
H 1.8144 5.7968 1.1895
H -1.4623 3.7864 1.7804
H -0.3048 4.6452 2.7006
H -0.0063 2.8965 2.2645
H -1.7534 0.4319 -2.2438
H -1.1289 1.3092 -5.0410
H -0.9228 -0.1700 -4.4185
H 0.2519 1.0422 -3.8767
H -3.2083 1.9619 -4.4705
H -3.9056 1.8690 -2.8333
H -3.6982 0.4150 -3.7007
I 2.4384 -2.6142 -2.8300
C 0.6437 -1.5774 -2.4579
H -0.0666 -2.2453 -1.8626
H 0.0985 -1.3365 -3.3765
```